Density functional theory data (ωB97M-V with the def2-TZVPD basis set) for a 2-piece molecular cluster, C4H12 overall in a non-equilibrium geometry.

Cartesian coordinates (Å):
C  -1.42758  2.02053  -0.65911
C  -1.45406  0.79753  0.27803
H  -0.99151  1.74711  -1.62971
H  -2.45095  2.36264  -0.77646
H  -0.79932  2.90318  -0.45072
H  -0.89987  -0.01245  -0.31615
H  -2.50186  0.50814  0.47245
H  -0.81699  0.93336  1.16892
C  1.02625  -1.88709  -0.15885
C  1.80294  -0.89232  0.68169
H  1.37527  -1.99931  -1.18644
H  1.15157  -2.94510  0.07048
H  -0.03436  -1.58411  -0.21135
H  1.41320  -0.93653  1.72257
H  1.73527  0.15250  0.34063
H  2.87200  -1.16807  0.65404

Output
frontier orbital gap (alpha / beta): 2.7214 / 12.0466 eV
strongest force on any atom: 2.03 eV/A
E_LUMO (alpha / beta): 4.299 / 4.555 eV
M: 60.14 Da
relative energy (zero: lowest compared OMol25 entry of this formula, charge and spin): 16.0 kcal per mole
charge: -1
2S+1: 2
<S²>: 0.75

Density functional theory data (ωB97M-V with the def2-TZVPD basis set) for a 2-piece molecular cluster, C2H8O2Si overall in a non-equilibrium geometry.

Cartesian coordinates (Å):
C  -2.22674  0.26076  0.38606
C  -1.37858  0.51797  -0.60751
O  1.89804  0.19390  -1.19468
O  0.73220  -1.33077  0.72998
Si  1.69284  -0.00809  0.40923
H  -1.96371  0.12885  1.45455
H  -3.30163  0.12893  0.04495
H  -0.07395  -1.57120  0.20918
H  -0.28100  0.60692  -0.36328
H  -1.68396  0.77164  -1.67264
H  2.53974  -0.44249  -1.57486
H  0.96317  1.17714  1.18799
H  3.08358  -0.43355  0.99101

Output
frontier orbital gap: 11.0428 eV
strongest force on any atom: 2.42 eV/A
E_LUMO: 0.770 eV
M: 92.17 Da
relative energy (zero: lowest compared OMol25 entry of this formula, charge and spin): 60.8 kcal per mole
SMILES: O[SiH2]O.C=C

Density functional theory data (ωB97M-V with the def2-TZVPD basis set) for one molecule with the formula C14H11N in a non-equilibrium geometry.

Cartesian coordinates (Å):
N  0.98039  2.17414  0.91457
C  1.48334  1.70620  -0.22253
C  2.94154  -1.54218  -1.47837
C  1.87109  -2.44653  -1.27177
C  -3.27060  0.01035  -0.17865
C  -3.32356  0.91591  0.86785
C  2.74158  -0.20216  -1.16601
C  0.67380  -1.95693  -0.73862
C  -2.03509  -0.51954  -0.57202
C  -2.18671  1.31455  1.53342
C  1.53804  0.27153  -0.61602
C  0.44980  -0.59027  -0.44599
C  -0.86663  -0.11735  0.07876
C  -0.94751  0.78672  1.15151
C  0.31090  1.25476  1.83554
H  2.00795  2.44614  -0.82494
H  3.87406  -1.85623  -1.86565
H  1.99747  -3.50835  -1.41196
H  -4.14646  -0.22703  -0.77547
H  -4.28129  1.26991  1.23173
H  3.59395  0.44346  -1.19423
H  -0.15418  -2.62480  -0.61476
H  -2.01412  -1.14214  -1.43596
H  -2.25312  1.98350  2.36520
H  0.93702  0.39472  2.07723
H  0.07832  1.76163  2.75715

Output
frontier orbital gap: 9.2642 eV
strongest force on any atom: 3.65 eV/A
E_LUMO: 0.532 eV
M: 193.25 Da
relative energy (zero: lowest compared OMol25 entry of this formula, charge and spin): 10.2 kcal per mole
SMILES: C1=NCc2ccccc2-c2ccccc21

Density functional theory data (ωB97M-V with the def2-TZVPD basis set) for C5H8CdLiO4 as an isolated structure in a non-equilibrium geometry.

Cartesian coordinates (Å):
C  0.87722  -0.37940  3.26308
C  -0.45023  -0.96412  3.70493
O  -1.49700  -0.20813  3.35031
Li  -1.86357  0.34706  1.68331
H  1.71972  -0.85389  3.78936
H  0.98389  -0.50050  2.17372
H  0.88751  0.71059  3.42467
H  -0.52565  -1.21173  4.78563
H  -0.62077  -2.18471  3.27831
O  -3.01536  -4.10580  1.90318
C  -3.19700  -1.05060  0.69116
C  -1.84203  -3.65273  1.91173
O  -4.41839  -1.21127  0.67031
O  -2.58975  -2.23929  0.15432
C  -1.43131  -2.72107  0.80207
Cd  -4.40202  -3.36511  0.47126
H  -1.03675  -4.30266  2.29994
H  -0.79500  -3.25113  0.07889
H  -0.88437  -1.88133  1.28275

Output
frontier orbital gap (alpha / beta): 6.3167 / 6.9505 eV
strongest force on any atom: 4.03 eV/A
E_LUMO (alpha / beta): -0.759 / -0.912 eV
M: 251.47 Da
2S+1: 2
<S²>: 0.75

Density functional theory data (ωB97M-V with the def2-TZVPD basis set) for C10H20IrN6O5 as an isolated structure.

Cartesian coordinates (Å):
Ir  -2.04881  -0.52212  0.96607
N  -3.67115  -1.69783  1.94663
C  -5.03082  -1.27023  1.52730
C  -5.03298  0.18843  1.14802
O  -5.96496  0.91967  1.32598
N  -3.82241  0.59057  0.53985
C  -3.68238  1.91916  0.19739
C  -2.45917  2.46820  1.16831
O  -2.55545  3.58490  1.54785
O  -1.54062  1.56859  1.30608
H  -3.53728  -2.68264  1.73674
H  -3.56594  -1.60440  2.95348
H  -5.77262  -1.44344  2.30231
H  -5.31638  -1.84272  0.64366
H  -4.56781  2.53356  0.32105
H  -3.18135  2.06817  -0.76407
N  0.15329  -0.20715  0.49664
C  1.15762  -1.16440  0.85534
C  2.28765  -1.53328  -0.04444
C  3.61167  -0.80028  0.26661
C  3.79544  0.61180  -0.26640
N  3.90516  0.62994  -1.73571
C  3.33045  1.47584  -2.57946
N  2.59486  2.50346  -2.12512
N  3.44346  1.28924  -3.89271
C  -0.39491  -3.85757  0.72194
O  0.51950  -4.54487  0.65275
O  -1.30845  -3.13162  0.79606
H  0.21388  0.05837  -0.48179
H  0.18534  0.65098  1.05106
H  1.22519  -1.36720  1.91636
H  2.00400  -1.41656  -1.09672
H  2.49284  -2.59776  0.10018
H  4.44533  -1.40908  -0.09624
H  3.73372  -0.74756  1.35024
H  4.71835  1.02321  0.14295
H  2.98081  1.26585  0.04396
H  4.52783  -0.05641  -2.13686
H  2.77706  2.86060  -1.20168
H  2.26209  3.18894  -2.78536
H  3.96425  0.51463  -4.26997
H  3.12370  1.98304  -4.54825

Output
frontier orbital gap (alpha / beta): 8.5381 / 7.1158 eV
strongest force on any atom: 0.79 eV/A
E_LUMO (alpha / beta): -5.397 / -7.927 eV
M: 496.52 Da
charge: +2
2S+1: 6
<S²>: 8.77

Density functional theory data (ωB97M-V with the def2-TZVPD basis set) for a 2-piece molecular cluster, C4H12 overall in a non-equilibrium geometry.

Cartesian coordinates (Å):
C  0.52131  -1.54642  -2.14984
C  1.46056  -1.99521  -1.06771
H  -0.58648  -1.28376  -2.18406
H  0.99160  -0.74635  -2.44394
H  0.50319  -2.14304  -3.04116
H  2.42428  -2.20733  -1.43287
H  1.00613  -2.98273  -0.95188
H  1.50955  -1.20347  -0.31828
C  -0.43411  2.28860  1.57121
C  -1.55873  1.26876  1.73821
H  0.19909  2.58776  2.27777
H  0.30502  1.97484  0.70487
H  -0.91809  3.24491  1.22443
H  -1.92584  0.90773  0.84881
H  -2.21630  1.40573  2.60011
H  -1.22634  0.35130  2.16502

Output
frontier orbital gap: 11.9814 eV
strongest force on any atom: 6.05 eV/A
E_LUMO: 1.027 eV
M: 60.14 Da
relative energy (zero: lowest compared OMol25 entry of this formula, charge and spin): 53.8 kcal per mole
SMILES: CC.CC

Q: M of number 6 (C4H12)?
A: 60.14 Da